[1]
This record from OMol25 describes a gas-phase ion, C5H7N2 (charge +1) at a distorted geometry. The level of theory is ωB97M-V/def2-TZVPD.

As for the charge: +1. The value obtained for the LUMO energy (alpha / beta) is -4.60 / -4.60 eV. Its relative energy (zero: lowest compared OMol25 entry of this formula, charge and spin) is 122.25 kcal/mol. Its electronic energy is -303.8241 Ha.

Geometry as XYZ:
```
14
C5H7N2 | OMol25 | ωB97M-V/def2-TZVPD
C -0.612 0.723 -0.300
C 2.111 -1.004 0.062
C -0.802 0.556 -2.724
C 0.171 0.422 0.889
C -0.650 -0.320 1.951
N 1.314 -0.350 0.578
N -0.575 0.552 -1.489
H 2.873 -1.594 -0.386
H -0.424 1.358 -3.332
H -1.372 -0.238 -3.177
H 0.537 1.373 1.302
H -1.006 -1.268 1.562
H -1.510 0.286 2.220
H -0.055 -0.497 2.843
```

Mulliken population analysis, charges in e, atoms 1 to 6: atom 1 (C): -0.235, atom 2 (C): 0.097, atom 3 (C): -0.267, atom 4 (C): 0.322, atom 5 (C): -1.272, atom 6 (N): -0.017

***

[2]
This record from OMol25 describes a gas-phase ion, C5H7N2 (charge +1) at a distorted geometry. The level of theory is ωB97M-V/def2-TZVPD.

As for the charge: +1. The value obtained for the LUMO energy is -5.00 eV. Its relative energy (zero: lowest compared OMol25 entry of this formula, charge and spin) is 135.25 kcal/mol. Its electronic energy is -303.8034 Ha. The SMILES is C=C=N[N+]#CCC.

Geometry as XYZ:
```
14
C5H7N2 | OMol25 | ωB97M-V/def2-TZVPD
C 1.635 -2.095 3.713
C 1.576 -1.545 2.507
N 1.497 -1.055 1.266
N 0.552 -0.371 0.815
C -0.235 0.258 0.231
C -1.011 0.799 -0.813
C -0.556 0.119 -2.139
H 2.159 -1.804 4.664
H 1.152 -3.047 3.615
H -2.099 0.692 -0.625
H -0.885 1.802 -1.077
H 0.528 0.081 -2.290
H -0.942 0.593 -3.001
H -0.944 -0.890 -2.384
```

Mulliken population analysis, charges in e, atoms 1 to 6: atom 1 (C): -0.578, atom 2 (C): 0.585, atom 3 (N): -0.935, atom 4 (N): 0.812, atom 5 (C): 0.408, atom 6 (C): -0.267

***

- Look up the charge of the second one.
  +1

***

Repeat the second record exactly.
This record from OMol25 describes a gas-phase ion, C5H7N2 (charge +1) at a distorted geometry. The level of theory is ωB97M-V/def2-TZVPD.

As for the charge: +1. The value obtained for the LUMO energy is -5.00 eV. Its relative energy (zero: lowest compared OMol25 entry of this formula, charge and spin) is 135.25 kcal/mol. Its electronic energy is -303.8034 Ha. The SMILES is C=C=N[N+]#CCC.

Geometry as XYZ:
```
14
C5H7N2 | OMol25 | ωB97M-V/def2-TZVPD
C 1.635 -2.095 3.713
C 1.576 -1.545 2.507
N 1.497 -1.055 1.266
N 0.552 -0.371 0.815
C -0.235 0.258 0.231
C -1.011 0.799 -0.813
C -0.556 0.119 -2.139
H 2.159 -1.804 4.664
H 1.152 -3.047 3.615
H -2.099 0.692 -0.625
H -0.885 1.802 -1.077
H 0.528 0.081 -2.290
H -0.942 0.593 -3.001
H -0.944 -0.890 -2.384
```

Mulliken population analysis, charges in e, atoms 1 to 6: atom 1 (C): -0.578, atom 2 (C): 0.585, atom 3 (N): -0.935, atom 4 (N): 0.812, atom 5 (C): 0.408, atom 6 (C): -0.267